## a
DFT (ωB97M-V with the def2-TZVPD basis set) results for C41H39N7O3PPtS as an isolated structure.

- highest occupied orbital energy (eV) = -10.6
- charge = +1
- gap between HOMO and LUMO (eV) = 7.70
- LUMO level (eV) = -2.896

```
93
Properties=species:S:1:pos:R:3:mulliken_charge:R:1
Pt -0.061 0.217 -0.052 4.119
N -0.107 0.708 4.179 0.140
C 0.345 1.123 2.998 -0.674
N -0.119 0.316 2.068 -0.161
C -0.857 -0.615 2.761 0.566
N -0.871 -0.390 4.050 -0.743
C -1.480 -1.768 2.094 0.098
C -2.209 -2.728 2.779 -0.673
N -2.750 -3.765 2.146 -0.592
C -2.563 -3.839 0.834 -0.396
C -1.829 -2.878 0.142 -0.432
N -1.289 -1.854 0.780 0.117
H 0.058 1.104 5.091 0.192
H 0.990 1.970 2.852 0.679
H -2.358 -2.656 3.850 0.494
H -3.002 -4.683 0.315 0.435
H -1.675 -2.919 -0.931 0.451
O -0.504 3.052 -7.831 -0.484
C 0.477 3.000 -6.909 0.527
O 1.434 3.715 -6.996 -0.548
C 0.303 2.029 -5.780 1.065
C 1.456 1.566 -5.151 -0.918
C 1.361 0.713 -4.068 -0.509
C 0.111 0.340 -3.575 -0.109
S -0.036 -0.742 -2.181 -0.608
C -1.039 0.778 -4.223 -0.889
C -0.943 1.621 -5.321 -0.846
H -1.139 2.338 -7.701 0.342
H 2.418 1.893 -5.523 0.528
H 2.255 0.355 -3.571 0.640
H -2.004 0.461 -3.853 0.734
H -1.853 1.990 -5.781 0.342
C 5.273 3.901 -2.586 -0.898
C 5.822 3.672 -1.187 -0.898
N 5.004 2.730 -0.417 0.286
C 4.198 3.267 0.672 -1.019
C 3.048 4.145 0.198 -0.637
C 5.183 1.412 -0.671 0.394
O 6.024 0.984 -1.441 -0.623
C 4.260 0.426 -0.007 0.241
C 4.769 -0.667 0.684 -0.548
C 3.889 -1.618 1.170 -1.043
C 2.533 -1.466 0.918 -0.321
N 2.049 -0.434 0.229 -0.666
C 2.899 0.496 -0.217 0.119
H 5.878 4.637 -3.114 0.432
H 4.245 4.268 -2.549 0.080
H 5.295 2.973 -3.157 0.316
H 5.855 4.606 -0.624 0.430
H 6.836 3.277 -1.240 0.452
H 4.861 3.851 1.318 0.402
H 3.830 2.441 1.279 0.409
H 3.414 5.073 -0.241 0.452
H 2.409 4.418 1.041 0.395
H 2.436 3.639 -0.551 -0.100
H 5.838 -0.766 0.817 0.555
H 4.241 -2.483 1.714 0.452
H 1.813 -2.203 1.253 0.503
H 2.467 1.308 -0.788 0.450
C -0.214 5.375 -3.067 -0.955
C 0.578 4.239 -3.011 -0.351
C 0.192 3.168 -2.214 -0.537
C -0.988 3.213 -1.488 1.017
C -1.766 4.373 -1.526 -0.162
C -1.381 5.445 -2.314 -0.932
P -1.534 1.814 -0.462 -0.037
C -1.981 2.716 1.065 0.638
C -3.256 2.736 1.615 -0.784
C -3.517 3.497 2.751 -0.687
C -2.514 4.256 3.331 -0.730
C -1.240 4.260 2.771 -0.548
C -0.978 3.492 1.650 -0.702
C -3.120 1.260 -1.136 0.863
C -3.721 1.830 -2.255 -0.846
C -4.923 1.324 -2.732 -0.513
C -5.535 0.255 -2.094 -0.747
C -4.943 -0.313 -0.973 -0.843
C -3.738 0.182 -0.503 -0.930
H 0.080 6.211 -3.687 0.496
H 1.495 4.179 -3.583 0.697
H 0.819 2.296 -2.145 -0.721
H -2.677 4.440 -0.941 0.609
H -1.992 6.337 -2.341 0.441
H -4.056 2.166 1.161 0.434
H -4.514 3.505 3.170 0.442
H -2.726 4.859 4.204 0.413
H -0.460 4.876 3.201 0.466
H 0.005 3.520 1.187 0.696
H -3.254 2.668 -2.757 0.409
H -5.382 1.770 -3.605 0.442
H -6.471 -0.136 -2.469 0.401
H -5.418 -1.146 -0.470 0.463
H -3.268 -0.276 0.360 0.594
```

=====

## b
DFT (ωB97M-V with the def2-TZVPD basis set) results for C41H39N7O3PPtS as an isolated structure.

- highest occupied orbital energy (eV) = -9.8
- charge = +1
- gap between HOMO and LUMO (eV) = 6.39
- LUMO level (eV) = -3.433

```
93
Properties=species:S:1:pos:R:3:mulliken_charge:R:1
Pt 0.092 -0.614 0.069 1.478
N -3.889 -3.102 -0.337 0.006
C -2.560 -3.222 -0.231 -0.362
N -2.019 -2.025 -0.270 -0.295
C -3.095 -1.204 -0.404 0.071
N -4.256 -1.810 -0.441 -0.788
C -2.945 0.260 -0.515 0.460
C -3.910 1.052 -1.120 -0.742
N -3.783 2.377 -1.184 -0.556
C -2.682 2.896 -0.655 -0.821
C -1.690 2.100 -0.098 -0.742
N -1.827 0.782 -0.020 1.186
H -4.594 -3.820 -0.308 0.177
H -2.038 -4.167 -0.139 0.546
H -4.796 0.601 -1.554 0.576
H -2.571 3.975 -0.686 0.571
H -0.781 2.526 0.311 0.344
O 8.883 -1.638 1.503 -0.477
C 8.110 -1.395 0.420 0.648
O 8.619 -1.340 -0.662 -0.547
C 6.641 -1.201 0.648 0.864
C 5.892 -0.702 -0.405 -0.861
C 4.525 -0.507 -0.276 -0.046
C 3.854 -0.832 0.898 0.830
S 2.124 -0.701 1.300 -0.228
C 4.619 -1.316 1.963 -1.476
C 5.987 -1.494 1.837 -0.998
H 8.358 -1.612 2.308 0.275
H 6.401 -0.471 -1.333 0.511
H 3.986 -0.110 -1.102 0.523
H 4.128 -1.561 2.900 0.427
H 6.520 -1.908 2.689 0.192
C -3.741 3.349 5.256 -1.035
C -4.141 1.909 5.557 -0.790
N -3.511 0.925 4.663 0.214
C -4.323 0.340 3.593 -0.994
C -4.548 1.266 2.404 -0.826
C -2.223 0.600 4.949 0.003
O -1.607 1.092 5.879 -0.620
C -1.530 -0.435 4.103 0.128
C -1.156 -1.648 4.657 -0.148
C -0.484 -2.571 3.873 -1.226
C -0.186 -2.250 2.565 -0.227
N -0.517 -1.059 2.040 -0.104
C -1.165 -0.169 2.801 -0.140
H -4.245 4.028 5.948 0.385
H -4.013 3.638 4.238 0.244
H -2.665 3.473 5.383 0.308
H -5.218 1.775 5.469 0.389
H -3.849 1.663 6.575 0.434
H -5.288 0.068 4.022 0.418
H -3.858 -0.585 3.263 0.447
H -5.082 2.170 2.701 0.499
H -5.149 0.758 1.642 0.413
H -3.597 1.569 1.955 0.104
H -1.385 -1.858 5.697 0.563
H -0.180 -3.530 4.273 0.454
H 0.344 -2.930 1.919 0.601
H -1.386 0.786 2.348 0.768
C -2.097 -1.259 -5.528 -0.768
C -1.135 -0.269 -5.704 -0.855
C -0.332 0.122 -4.646 -0.221
C -0.479 -0.479 -3.394 0.447
C -1.432 -1.480 -3.230 -0.333
C -2.246 -1.865 -4.292 -0.452
P 0.690 -0.067 -2.051 0.457
C 2.173 -0.894 -2.672 0.822
C 2.465 -2.173 -2.206 -0.088
C 3.524 -2.883 -2.756 -0.795
C 4.300 -2.311 -3.756 -0.575
C 4.011 -1.032 -4.219 -0.749
C 2.940 -0.330 -3.689 -0.111
C 0.882 1.740 -2.157 0.383
C -0.159 2.519 -2.665 -0.676
C -0.069 3.906 -2.663 -0.788
C 1.059 4.530 -2.147 -0.760
C 2.087 3.763 -1.609 -0.695
C 1.993 2.377 -1.603 -0.302
H -2.725 -1.557 -6.359 0.428
H -1.008 0.196 -6.675 0.466
H 0.399 0.907 -4.797 0.373
H -1.524 -1.967 -2.276 0.252
H -2.989 -2.643 -4.153 0.470
H 1.888 -2.594 -1.398 0.244
H 3.753 -3.878 -2.394 0.466
H 5.136 -2.859 -4.173 0.428
H 4.625 -0.582 -4.993 0.448
H 2.722 0.671 -4.050 0.287
H -1.046 2.047 -3.071 0.477
H -0.883 4.498 -3.068 0.536
H 1.135 5.612 -2.158 0.414
H 2.960 4.243 -1.184 0.505
H 2.781 1.802 -1.140 0.256
```

=====

Least stable = b